This record from the OMol25 dataset describes a molecular structure, C38H53F11HgNO18S in a non-equilibrium geometry. The level of theory is ωB97M-V with the def2-TZVPD basis set.

Computed properties:
F_max (eV/Å): 2.1
Orbital gap (eV): 6.226
Charge: +1

Last column: Mulliken charge in e.
Positions of all 123 atoms, in Å:
Hg1 1.5094 -2.3612 2.7892  1.150
C1 0.1665 1.4613 0.1853  -0.898
F1 -0.2484 2.0946 -0.8892  -0.166
F2 1.4426 1.7218 0.4537  0.151
F3 -0.5681 1.8890 1.2186  0.218
S1 -0.0599 -0.3930 0.0220  0.708
O1 -1.4912 -0.6235 0.1871  -0.777
O2 0.4342 -0.7242 -1.3074  -0.294
O3 0.7074 -1.0226 1.0995  1.590
C2 -3.0989 -3.7551 -4.6573  -1.266
C3 -4.5342 -3.6371 -5.1912  1.038
C4 -5.5572 -3.4980 -4.0529  0.421
F4 -6.8288 -3.3381 -4.4682  -0.279
F5 -5.4663 -4.5226 -3.1462  -0.264
F6 -4.6511 -2.5595 -5.9859  -0.269
F7 -4.7954 -4.7290 -5.9534  -0.329
O4 -2.8553 -2.6914 -3.7527  0.254
C5 -1.9771 -1.7105 -4.2007  0.149
C6 -2.1114 -0.5440 -3.2272  1.321
F8 -1.2684 0.4749 -3.5091  -0.187
F9 -3.4010 -0.1142 -3.1570  -0.271
F10 -0.7376 -2.2365 -4.1265  -0.220
F11 -2.2197 -1.3493 -5.4542  -0.303
H1 -2.4163 -3.8191 -5.5046  0.490
H2 -3.0178 -4.6842 -4.0917  0.355
H3 -5.3027 -2.6045 -3.4686  -0.001
H4 -1.8627 -0.8771 -2.2124  -0.746
O5 2.3443 3.9851 -4.6446  -0.579
C7 2.5072 2.9893 -4.0143  0.340
O6 2.3846 1.7440 -4.5332  -0.405
C8 2.5827 0.7370 -3.5067  -0.064
C9 3.1600 1.4583 -2.3130  0.753
C10 2.7492 2.9104 -2.5230  -0.086
H5 3.2069 -0.0394 -3.9394  0.287
H6 1.6038 0.3419 -3.2322  -0.193
H7 4.2405 1.3187 -2.2588  0.143
H8 2.7329 1.1383 -1.3664  -0.467
H9 3.4950 3.6505 -2.2411  0.417
H10 1.8123 3.1524 -2.0220  -0.174
O7 0.4488 -0.4749 3.7703  -0.384
C11 -0.3561 0.3659 4.0884  0.167
O8 -0.0056 1.4582 4.7535  -0.358
C12 -1.1417 2.2722 5.0939  -0.600
C13 -2.1271 1.9119 3.9921  0.006
C14 -1.8426 0.4316 3.7877  0.219
H11 -0.8454 3.3154 4.9884  0.318
H12 -1.5110 2.1390 6.1092  0.225
H13 -1.9573 2.4956 3.0897  -0.251
H14 -3.1811 2.0245 4.2530  0.509
H15 -2.1115 0.1095 2.7823  -0.406
H16 -2.3537 -0.1998 4.5193  0.515
O9 3.3245 -2.1238 1.4913  -0.546
C15 4.3962 -1.7773 1.0368  -0.093
O10 4.4811 -1.2493 -0.1790  -0.029
C16 5.8623 -0.9568 -0.5173  -0.372
C17 6.6655 -1.8342 0.4093  -0.801
C18 5.7525 -2.0198 1.5982  -0.397
H17 6.0678 0.1080 -0.4561  0.247
H18 6.0499 -1.2502 -1.5501  0.455
H19 7.6347 -1.4457 0.7268  0.325
H20 6.9470 -2.7801 -0.0570  0.339
H21 5.9773 -1.3573 2.4360  0.217
H22 5.8696 -3.0356 1.9795  0.412
O11 -7.1687 2.3981 -1.8997  -0.557
C19 -6.0260 2.3384 -1.5699  0.240
O12 -5.0795 3.1868 -2.0902  -0.411
C20 -3.7973 2.9092 -1.5385  -0.268
C21 -4.0910 2.0768 -0.2837  0.324
C22 -5.3905 1.3796 -0.5747  -0.069
H23 -3.3116 3.8259 -1.2058  0.349
H24 -3.1032 2.3811 -2.1954  0.127
H25 -4.0929 2.8250 0.5151  0.302
H26 -3.2848 1.3968 0.0038  -0.371
H27 -6.0516 1.1628 0.2575  0.422
H28 -5.2125 0.4692 -1.1546  -0.073
O13 0.8508 4.9510 4.6040  -0.612
C23 1.0182 5.0043 3.4219  0.521
O14 2.2258 5.2902 2.8891  -0.399
C24 2.2455 5.1208 1.4766  0.068
C25 0.7803 5.1721 1.0493  -0.413
C26 -0.0140 4.8681 2.3348  0.553
H29 2.7506 4.1719 1.2768  -0.186
H30 2.8281 5.9136 1.0114  0.463
H31 0.4682 4.4950 0.2529  -0.049
H32 0.5155 6.1511 0.6500  0.386
H33 -0.4586 3.8779 2.3548  -0.891
H34 -0.7542 5.6352 2.5576  0.573
O15 6.0213 1.5472 1.4195  -0.565
C27 5.2455 1.8606 2.2773  0.366
O16 4.0289 1.2834 2.4102  -0.189
C28 3.2148 2.0703 3.3089  1.117
C29 4.2379 2.7415 4.2205  -0.568
C30 5.3452 3.0464 3.2188  -0.672
H35 2.5339 1.4341 3.8720  -0.053
H36 2.6416 2.7711 2.7096  -0.984
H37 4.5570 2.0962 5.0390  0.350
H38 3.7771 3.5949 4.7205  0.383
H39 6.3406 3.0124 3.6632  0.421
H40 5.2400 4.0140 2.7321  0.211
O17 1.1113 -3.8922 1.0848  -0.622
C31 0.7608 -4.1808 -0.0374  0.152
O18 -0.4125 -4.7537 -0.2928  -0.255
C32 -0.6100 -4.8243 -1.7105  -0.080
C33 0.7908 -4.8024 -2.3315  -0.780
C34 1.5470 -3.9678 -1.2952  0.596
H41 -1.1894 -3.9584 -2.0385  -0.216
H42 -1.1981 -5.7049 -1.9620  0.539
H43 0.8225 -4.3582 -3.3215  0.291
H44 1.2127 -5.8070 -2.3422  0.387
H45 1.5192 -2.8851 -1.4652  -0.617
H46 2.5974 -4.2235 -1.1745  0.467
C35 -3.3548 -3.3611 -0.0721  -0.105
C36 -4.2047 -2.9807 1.1373  -0.630
C37 -3.5281 -3.3231 2.4724  -0.769
C38 -2.0958 -3.0256 2.6329  0.017
N1 -0.9866 -2.7659 2.7512  -0.051
H47 -3.7608 -2.9574 -0.9974  0.065
H48 -3.1000 -4.4184 -0.0815  0.529
H49 -2.4002 -2.8284 0.0314  -0.430
H50 -5.0909 -3.6168 1.0918  0.443
H51 -4.5125 -1.9371 1.1488  0.213
H52 -3.5345 -4.4116 2.5951  0.375
H53 -4.0671 -2.8486 3.2918  0.374

This record from the OMol25 dataset describes C5H7N in the gas phase in a non-equilibrium geometry. The level of theory is ωB97M-V with the def2-TZVPD basis set.

Computed properties:
F_max (eV/Å): 2.2
Orbital gap (eV): 7.662
Charge: 0

Last column: Mulliken charge in e.
Positions of all 13 atoms, in Å:
C1 0.2826 -1.0443 1.2418  -0.629
C2 -0.8414 -0.4297 0.4097  -0.343
C3 0.3240 0.3835 0.8973  0.017
C4 -0.2304 1.4708 -1.0289  -0.802
N1 0.8186 0.4440 -0.6753  -0.203
C5 -0.5434 -0.0082 -1.0015  -0.067
H1 -0.0049 -1.2970 2.2611  0.269
H2 1.0929 -1.6303 0.8298  0.210
H3 -1.8616 -0.4475 0.7833  0.329
H4 0.2717 1.2686 1.5600  0.362
H5 -0.0944 1.8701 -2.0279  0.124
H6 1.5077 0.0598 -1.3779  0.333
H7 -0.7214 -0.6398 -1.8715  0.402

This record from the OMol25 dataset describes 2 unconnected molecules or ions with the total composition C5H10O in a non-equilibrium geometry. The level of theory is ωB97M-V with the def2-TZVPD basis set.

Computed properties:
F_max (eV/Å): 4.6
SMILES string: C=CC.C=CO
Orbital gap (eV): 10.080
Charge: 0

Last column: Mulliken charge in e.
Positions of all 16 atoms, in Å:
C1 -2.6556 -1.0847 0.2153  -0.647
C2 -2.4542 -2.0402 1.1120  -0.046
C3 -2.1940 -3.4977 0.4056  -0.926
H1 -2.9971 -0.0326 0.5070  0.214
H2 -2.1852 -1.0300 -0.8141  0.223
H3 -2.2144 -1.8140 2.1327  0.361
H4 -2.8692 -4.3401 0.4244  0.297
H5 -1.5283 -3.4832 -0.5224  0.270
H6 -1.4108 -4.0226 1.0406  0.254
C4 1.2393 2.3720 -0.1743  -0.566
C5 2.4630 1.8671 -0.2811  -0.044
O1 3.3726 2.4653 -1.1867  -0.520
H7 0.6468 2.3232 0.6699  0.294
H8 0.7011 2.7919 -1.0334  0.205
H9 2.6605 0.9060 0.2095  0.291
H10 3.8243 3.2795 -0.7852  0.340

This record from the OMol25 dataset describes a molecular structure, C3H7ClMgNO in a non-equilibrium geometry. The level of theory is ωB97M-V with the def2-TZVPD basis set.

Computed properties:
F_max (eV/Å): 10.5
Orbital gap (eV): 4.354
Charge: +1

Last column: Mulliken charge in e.
Positions of all 14 atoms, in Å:
Mg1 1.9744 -3.3863 0.1003  1.247
Cl1 2.2272 -2.1398 -1.1739  -0.449
C1 0.0076 1.9354 0.1841  0.167
O1 1.0494 2.2709 0.7718  -0.593
N1 -0.2252 0.6525 -0.0595  0.085
C2 -1.6029 0.2319 -0.3101  -1.010
C3 0.6311 -0.4479 0.3423  -1.046
H1 -0.8458 2.6016 -0.0163  0.325
H2 -1.6334 -0.7145 -0.8500  0.283
H3 -2.0971 0.9265 -0.9894  0.351
H4 -2.1888 0.2379 0.6091  0.370
H5 0.8164 -1.2466 -0.3760  0.342
H6 1.6456 -0.0769 0.4878  0.525
H7 0.2414 -0.8448 1.2797  0.403

This record from the OMol25 dataset describes a molecular structure, C16H19BIMoN3O4S3Sb. The level of theory is ωB97M-V with the def2-TZVPD basis set.

Computed properties:
2S+1: 4
F_max (eV/Å): 0.7
Expectation value of S²: 3.780
Orbital gap (spin up / spin down) (eV): 6.591 / 6.713
Charge: 0

Last column: Mulliken spin population.
Positions of all 49 atoms, in Å:
Mo1 -2.7500 -1.8504 2.0102  2.828
N1 -3.0752 -0.0441 3.2933  -0.050
N2 -3.0326 -0.4402 4.6445  0.014
C1 -2.9513 -1.8058 4.9288  0.011
O1 -3.0647 -2.2079 6.0556  0.011
O2 -2.6620 -2.5547 3.8651  0.017
H1 -2.4106 0.7087 3.1487  0.000
H2 -3.9949 0.2877 2.9927  -0.005
H3 -3.5594 0.1125 5.3001  0.000
S1 -4.6383 1.1269 0.6407  0.134
Sb1 -5.0873 -1.0306 0.1148  -0.031
S2 -5.2049 -2.1296 2.1909  0.044
S3 -2.3945 -3.3803 0.1149  0.016
I1 2.1814 1.6800 1.9029  -0.001
C2 1.3503 -0.1832 2.2467  0.002
C3 2.1064 -1.2422 2.7153  0.015
C4 1.4828 -2.4532 2.9456  -0.020
C5 0.1287 -2.5721 2.7030  0.032
N3 -0.5999 -1.5503 2.2432  -0.043
C6 -0.0019 -0.3761 2.0176  0.035
H4 3.1655 -1.1204 2.9040  0.000
H5 2.0328 -3.3049 3.3186  0.001
H6 -0.4014 -3.4944 2.8824  0.016
H7 -0.6227 0.4271 1.6426  -0.025
C7 2.2986 3.2193 -3.4066  0.000
C8 2.3583 1.6931 -3.3374  0.000
C9 2.3315 1.1470 -4.7728  0.000
C10 3.6849 1.2945 -2.6815  0.000
C11 1.1812 1.1099 -2.5381  0.000
C12 0.1453 1.9126 -2.0577  0.005
C13 -0.9501 1.3963 -1.3519  -0.013
C14 -0.9537 0.0442 -1.1512  -0.003
O3 -1.9006 -0.7409 -0.5210  0.071
B1 -1.4398 -2.0677 -0.6274  -0.076
O4 -0.2072 -2.0833 -1.2875  0.011
C15 0.0569 -0.7706 -1.6159  0.007
C16 1.1299 -0.2763 -2.3087  -0.001
H8 3.1660 3.5891 -3.9600  0.000
H9 2.3208 3.6719 -2.4097  0.000
H10 1.4031 3.5728 -3.9255  0.000
H11 3.1498 1.5799 -5.3551  0.000
H12 1.3900 1.3969 -5.2672  0.000
H13 2.4435 0.0607 -4.7926  0.000
H14 4.5210 1.6855 -3.2679  0.000
H15 3.8048 0.2107 -2.6165  0.000
H16 3.7585 1.7002 -1.6696  0.000
H17 0.1719 2.9787 -2.2318  0.000
H18 -1.7619 2.0205 -0.9985  -0.004
H19 1.9008 -0.9477 -2.6698  0.000

This record from the OMol25 dataset describes a molecular structure, C36H26IN2O2PPd. The level of theory is ωB97M-V with the def2-TZVPD basis set.

Computed properties:
F_max (eV/Å): 0.7
Orbital gap (spin up / spin down) (eV): 5.206 / 5.206
Charge: +2

Last column: Mulliken charge in e.
Positions of all 69 atoms, in Å:
Pd1 -0.4585 -0.2284 0.0601  0.280
O1 -1.8578 1.0842 -0.7657  -0.263
C1 -1.9194 2.3207 -0.6115  0.428
C2 -2.5388 3.1198 -1.6349  -0.586
C3 -2.7929 4.4272 -1.4287  -0.363
C4 -2.4408 5.0996 -0.1975  -0.617
C5 -1.8024 4.4335 0.7750  -1.054
C6 -1.4405 3.0276 0.6123  0.830
C7 -0.6694 2.4815 1.5790  -0.708
N1 -0.1395 1.1726 1.5457  0.462
N2 0.3993 0.8281 2.6228  -0.365
C8 0.9719 -0.5291 2.5380  0.404
O2 0.8502 -1.1815 1.4989  -0.710
C9 1.6428 -0.9826 3.7276  0.509
C10 2.1283 -2.3002 3.7495  -0.386
C11 2.7745 -2.7673 4.8719  -0.776
C12 2.9407 -1.9296 5.9731  -0.332
C13 2.4617 -0.6257 5.9598  -0.772
C14 1.8094 -0.1452 4.8404  -0.070
H1 -2.8222 2.6140 -2.5471  0.518
H2 -3.2815 5.0056 -2.2025  0.428
H3 -2.6878 6.1456 -0.0867  0.440
H4 -1.5054 4.9197 1.6947  0.409
H5 -0.3816 3.0366 2.4649  0.421
H6 1.9871 -2.9323 2.8824  0.428
H7 3.1551 -3.7787 4.9005  0.437
H8 3.4504 -2.3010 6.8524  0.423
H9 2.5987 0.0132 6.8206  0.430
H10 1.4335 0.8667 4.8212  0.464
I1 1.3767 -0.1802 -2.0527  0.189
C15 1.3719 -2.0036 -3.0698  -0.245
C16 2.5383 -2.2197 -3.7570  -0.568
C17 2.6649 -3.2898 -4.6559  -0.878
C18 1.5874 -4.0877 -4.8809  -0.867
C19 0.3755 -3.8950 -4.1755  0.920
C20 -0.7043 -4.7587 -4.4763  -0.793
C21 -1.8947 -4.6474 -3.8292  -1.356
C22 -2.0183 -3.6933 -2.8100  -0.258
C23 -0.9982 -2.8279 -2.4589  0.490
P1 -1.4104 -2.0407 -0.8721  2.357
C24 -1.0683 -3.2688 0.4028  0.839
C25 -0.3621 -4.4308 0.0914  -0.718
C26 -0.0632 -5.3491 1.0883  -0.721
C27 -0.4674 -5.1153 2.3933  -0.760
C28 -1.1635 -3.9547 2.7133  -0.933
C29 -1.4564 -3.0325 1.7269  -0.437
C30 -3.1736 -1.6819 -0.9447  0.274
C31 -4.0838 -2.2504 -0.0540  -0.160
C32 -5.4390 -1.9871 -0.1904  -0.796
C33 -5.8895 -1.1717 -1.2169  -0.591
C34 -4.9877 -0.6252 -2.1231  -0.831
C35 -3.6352 -0.8784 -1.9917  -0.360
C36 0.2405 -2.8656 -3.1952  0.556
H11 3.3725 -1.5421 -3.6331  0.448
H12 3.5969 -3.4412 -5.1815  0.417
H13 1.6338 -4.8898 -5.6057  0.411
H14 -0.5603 -5.5084 -5.2438  0.435
H15 -2.7277 -5.2949 -4.0624  0.453
H16 -2.9513 -3.6745 -2.2626  0.512
H17 -0.0454 -4.6277 -0.9238  0.306
H18 0.4785 -6.2513 0.8395  0.474
H19 -0.2452 -5.8398 3.1656  0.467
H20 -1.4803 -3.7744 3.7319  0.463
H21 -1.9962 -2.1278 1.9867  0.586
H22 -3.7505 -2.9150 0.7302  0.481
H23 -6.1429 -2.4356 0.4971  0.461
H24 -6.9479 -0.9759 -1.3251  0.432
H25 -5.3447 -0.0150 -2.9418  0.475
H26 -2.9406 -0.4774 -2.7190  0.518

This record from the OMol25 dataset describes a molecular structure, C31H30N6O6OsS. The level of theory is ωB97M-V with the def2-TZVPD basis set.

Computed properties:
F_max (eV/Å): 0.8
Orbital gap (eV): 7.027
Charge: 0

Last column: Mulliken charge in e.
Positions of all 75 atoms, in Å:
Os1 -1.2452 1.8766 -0.5607  1.485
N1 -3.8272 5.2770 -1.6749  -0.419
C1 -2.7572 4.4898 -1.4118  0.723
S1 -2.8217 2.8416 -2.0092  -0.583
N2 -1.7762 4.9494 -0.7176  -1.325
N3 -0.7422 3.9669 -0.6788  0.724
C2 0.3874 4.5047 -0.9820  -0.610
C3 1.6622 3.8302 -1.0418  0.663
C4 2.8087 4.5468 -1.4089  -0.623
C5 4.0545 3.9645 -1.3555  -0.820
C6 4.1570 2.6473 -0.8913  -0.548
C7 3.0466 1.9221 -0.5241  -0.911
C8 1.7631 2.4905 -0.6295  0.449
O1 0.7302 1.7855 -0.2553  -0.380
H1 -4.5989 4.9238 -2.2059  0.193
H2 -3.7792 6.2529 -1.4451  0.234
H3 0.3566 5.5765 -1.1507  0.374
H4 2.6976 5.5809 -1.7163  0.388
H5 4.9371 4.5227 -1.6348  0.396
H6 5.1347 2.1861 -0.8087  0.412
H7 3.1235 0.9158 -0.1405  0.408
C9 -0.7324 -6.1277 -0.9147  -1.023
O2 -0.6583 -4.7801 -0.4853  -0.368
C10 0.3267 -4.4528 0.3972  1.250
C11 1.2369 -5.3447 0.9321  -0.529
C12 2.2175 -4.8913 1.8135  -0.783
C13 2.2859 -3.5507 2.1340  -1.211
C14 1.3710 -2.6494 1.5947  -0.196
C15 0.3730 -3.0889 0.7397  -0.313
N4 -0.5829 -2.2662 0.1390  -0.040
C16 -0.7473 -0.9216 0.3453  0.020
N5 -0.7988 -0.5143 1.6211  0.411
C17 -1.0062 0.7670 2.1795  -0.255
C18 -1.2856 1.9181 1.4525  0.184
C19 -1.5639 3.0878 2.1623  -0.799
C20 -1.5310 3.1107 3.5424  -1.164
C21 -1.2466 1.9571 4.2681  -0.560
C22 -0.9887 0.7893 3.5826  1.286
O3 -0.7846 -0.4302 4.1855  -0.389
C23 -0.1900 -0.4146 5.4737  -0.994
N6 -0.9081 -0.1196 -0.6621  0.687
C24 -0.6462 -0.5764 -1.9828  -0.334
C25 -1.6296 -0.3975 -2.9462  -0.564
C26 -1.4031 -0.7255 -4.2758  -1.227
C27 -0.1834 -1.2709 -4.6333  -0.774
C28 0.8004 -1.4969 -3.6773  -0.681
C29 0.5832 -1.1494 -2.3497  0.823
O4 1.4646 -1.4000 -1.3557  0.304
C30 2.6466 -2.1044 -1.6910  -1.385
H8 -1.5509 -6.1739 -1.6265  0.257
H9 -0.9418 -6.7938 -0.0743  0.371
H10 0.1959 -6.4354 -1.4026  0.400
H11 1.1887 -6.3921 0.6715  0.427
H12 2.9228 -5.5955 2.2342  0.405
H13 3.0544 -3.1854 2.8029  0.405
H14 1.4549 -1.5966 1.8322  0.483
H15 -1.0316 -2.6353 -0.6870  0.466
H16 -0.8116 -1.2563 2.3058  0.709
H17 -1.8027 3.9895 1.6124  0.445
H18 -1.7481 4.0304 4.0711  0.439
H19 -1.2475 1.9714 5.3485  0.288
H20 0.0160 -1.4502 5.7310  0.276
H21 -0.8639 0.0038 6.2231  0.323
H22 0.7387 0.1600 5.4598  0.422
H23 -2.5853 -0.0068 -2.6247  0.396
H24 -2.1775 -0.5648 -5.0135  0.434
H25 0.0159 -1.5389 -5.6632  0.429
H26 1.7414 -1.9364 -3.9749  0.504
H27 3.1966 -2.2271 -0.7620  0.299
H28 3.2523 -1.5395 -2.4036  0.389
H29 2.4131 -3.0915 -2.0985  0.438
O5 -3.4669 -1.0461 -0.5931  -0.496
C31 -3.7873 0.0167 -0.0865  -0.131
O6 -3.1536 1.1447 -0.0629  -0.323
H30 -4.7527 0.1407 0.4351  0.345

This record from the OMol25 dataset describes C7H9FO in the gas phase in a non-equilibrium geometry. The level of theory is ωB97M-V with the def2-TZVPD basis set.

Computed properties:
F_max (eV/Å): 4.0
SMILES string: COC1(F)C=CCC=C1
Orbital gap (eV): 10.520
Charge: 0

Last column: Mulliken charge in e.
Positions of all 18 atoms, in Å:
C1 -1.9413 1.1146 0.5864  -0.572
O1 -1.3815 -0.1045 0.8831  -0.359
C2 -0.7509 -0.7132 -0.2014  1.065
F1 -1.7740 -1.4772 -0.9163  -0.409
C3 -0.0622 0.1285 -1.2154  -0.573
C4 1.1753 0.5881 -1.0346  -0.335
C5 1.8381 0.2950 0.3033  -0.838
C6 1.5320 -1.1457 0.6353  -0.277
C7 0.3452 -1.6610 0.3413  -0.762
H1 -2.3331 1.0997 -0.5460  0.221
H2 -1.2023 1.8558 0.6122  0.274
H3 -2.7965 1.2894 1.2653  0.282
H4 -0.8045 0.4663 -1.9957  0.325
H5 1.5926 1.1614 -1.8184  0.452
H6 2.8439 0.4756 0.1724  0.466
H7 1.2952 0.8835 1.0531  0.218
H8 2.3033 -1.6175 1.1521  0.480
H9 0.1206 -2.6386 0.7231  0.342